This record from the Open Molecules 2025 dataset describes a molecular structure, C34H46Cl2CuINO2Se. The level of theory is wB97M-V/def2-TZVPD.

Atoms and positions in Å:
Cu1 -1.828 -0.515 -1.463
C1 4.957 1.428 -0.869
C2 4.050 2.606 -1.225
C3 4.017 3.563 -0.025
C4 4.653 3.332 -2.435
C5 2.629 2.152 -1.553
C6 2.238 0.829 -1.543
C7 0.919 0.490 -1.820
Se1 0.389 -1.357 -1.867
C8 0.420 -1.858 -0.014
C9 1.635 -2.155 0.591
C10 1.677 -2.514 1.924
C11 0.454 -2.578 2.602
C12 -0.778 -2.308 2.028
C13 -0.806 -1.935 0.659
O1 -1.956 -1.680 0.038
C14 -2.072 -2.361 2.847
C15 -2.722 -0.968 2.866
C16 -3.049 -3.387 2.252
C17 -1.820 -2.769 4.301
C18 2.976 -2.832 2.662
C19 3.149 -1.856 3.834
C20 4.196 -2.704 1.750
C21 2.925 -4.268 3.200
C22 -0.065 1.434 -2.140
O2 -1.322 1.071 -2.375
C23 0.334 2.798 -2.181
C24 1.652 3.099 -1.882
C25 -0.683 3.896 -2.505
C26 -1.270 3.676 -3.908
C27 -0.051 5.290 -2.493
C28 -1.800 3.890 -1.450
H1 5.957 1.795 -0.633
H2 5.049 0.724 -1.699
H3 4.586 0.885 0.004
H4 5.027 3.897 0.222
H5 3.594 3.068 0.852
H6 3.413 4.448 -0.234
H7 5.666 3.673 -2.208
H8 4.060 4.205 -2.713
H9 4.698 2.668 -3.300
H10 2.940 0.039 -1.311
H11 2.538 -2.097 -0.001
H12 0.478 -2.858 3.645
H13 -2.919 -0.608 1.858
H14 -2.066 -0.251 3.363
H15 -3.666 -1.005 3.416
H16 -3.331 -3.122 1.235
H17 -3.958 -3.432 2.857
H18 -2.601 -4.383 2.240
H19 -1.168 -2.061 4.816
H20 -1.380 -3.765 4.376
H21 -2.774 -2.786 4.832
H22 3.196 -0.826 3.473
H23 4.072 -2.073 4.376
H24 2.321 -1.926 4.540
H25 4.302 -1.690 1.358
H26 4.143 -3.395 0.906
H27 5.100 -2.937 2.315
H28 2.091 -4.408 3.889
H29 3.847 -4.505 3.737
H30 2.809 -4.982 2.383
H31 1.951 4.138 -1.902
H32 -0.485 3.751 -4.663
H33 -2.017 4.445 -4.122
H34 -1.733 2.697 -3.999
H35 0.751 5.380 -3.229
H36 0.348 5.551 -1.511
H37 -0.816 6.027 -2.744
H38 -2.285 2.919 -1.393
H39 -2.551 4.647 -1.694
H40 -1.391 4.126 -0.465
Cl1 -3.348 -3.288 -2.563
C29 -2.367 -4.333 -1.518
Cl2 -0.858 -4.821 -2.297
H41 -2.944 -5.224 -1.302
H42 -2.125 -3.761 -0.631
I1 -7.218 -1.376 0.763
C30 -5.987 -0.320 -0.533
C31 -6.482 0.687 -1.347
C32 -5.603 1.357 -2.182
C33 -4.266 1.002 -2.175
N1 -3.803 0.027 -1.391
C34 -4.639 -0.627 -0.584
H43 -7.533 0.944 -1.327
H44 -5.946 2.151 -2.831
H45 -3.527 1.498 -2.790
H46 -4.196 -1.401 0.029

As for the spin multiplicity: 2. As for the HOMO energy (alpha / beta): -7.62 / -7.57 eV. The largest force on an atom comes out at 0.11 eV/Å. The expectation value of S² is 0.755. The value obtained for the lowest unoccupied orbital energy (alpha / beta) is -0.0477 / -0.6286 eV.